Entry 1:
DFT (the ωB97M-V functional and the def2-TZVPD basis) results for an isolated ion of composition C5H13N2O and charge +1 at a distorted geometry.

Last column: natural (NBO) charge in e.
Geometry (Å):
C 0.130 2.645 -0.130  -0.644
C -0.086 1.144 -0.421  -0.052
N -1.560 0.990 -0.229  -0.698
C 0.600 0.119 0.603  -0.227
N 1.209 -0.898 -0.173  -0.640
C 0.995 -2.304 0.046  -0.344
C -0.451 -2.668 -0.065  0.470
O -1.309 -1.829 -0.188  -0.612
H -0.224 2.956 0.834  0.218
H -0.384 3.207 -0.914  0.223
H 1.207 2.940 -0.156  0.256
H 0.248 0.866 -1.444  0.254
H -1.918 0.035 -0.306  0.477
H -2.030 1.554 -0.935  0.438
H -1.850 1.285 0.802  0.446
H -0.255 -0.217 1.231  0.197
H 1.188 0.679 1.332  0.218
H 2.245 -0.860 -0.174  0.394
H 1.542 -2.947 -0.734  0.257
H 1.357 -2.891 0.986  0.220
H -0.655 -3.806 0.032  0.147

Charge ... +1
Energy above the lowest of the compared OMol25 structures with the same formula, charge and spin ... 50.2 kcal per mole
HOMO level ... -0.4854 hartree
Spin multiplicity ... 1
Kohn-Sham gap ... 10.06 eV
LUMO level ... -3.151 eV
SMILES ... C[C@H]([NH3+])CNCC=O

***

Entry 2:
DFT (the ωB97M-V functional and the def2-TZVPD basis) results for C4H9AuMgO4 as an isolated structure at a distorted geometry.

Last column: natural (NBO) charge in e.
Geometry (Å):
O -0.685 -2.557 1.238  -1.180
Mg -2.388 -2.918 0.262  1.015
O -1.656 -1.444 -0.845  -0.903
C -0.882 -1.171 -1.952  0.213
O 0.036 -0.117 -1.754  -0.542
C 0.976 -0.317 -0.666  -0.071
C 1.190 1.014 -0.003  -0.151
O 0.106 1.202 0.953  -0.595
C 0.086 2.425 1.654  -0.253
Au -0.705 -0.581 0.713  1.290
H -1.531 -0.894 -2.801  0.203
H -0.262 -2.051 -2.229  0.144
H 1.928 -0.703 -1.059  0.223
H 0.284 -3.008 1.107  0.522
H 1.149 1.874 -0.695  0.230
H 2.138 1.032 0.558  0.217
H -0.739 2.386 2.373  0.223
H 1.034 2.574 2.195  0.207
H -0.078 3.254 0.949  0.208

Charge ... +1
HOMO level (alpha / beta) ... -0.3582 / -0.5177 hartree
Spin multiplicity ... 4
Kohn-Sham gap (alpha / beta) ... 6.24 / 7.78 eV
LUMO level (alpha / beta) ... -3.512 / -6.307 eV

***

Entry 3:
DFT (the ωB97M-V functional and the def2-TZVPD basis) results for one molecule with the formula C2H3NO4 at a distorted geometry.

Last column: natural (NBO) charge in e.
Geometry (Å):
O -0.256 1.323 -0.118  -0.553
C 0.767 0.760 -0.310  0.646
O 0.995 -0.521 0.063  -0.508
C 0.052 -1.210 0.806  -0.004
N -0.963 -1.810 -0.044  0.502
O -2.116 -1.752 0.295  -0.350
O -0.587 -2.440 -0.983  -0.351
H 1.598 1.177 -1.072  0.149
H 0.677 -2.044 1.340  0.237
H -0.330 -0.452 1.542  0.233

Energy above the lowest of the compared OMol25 structures with the same formula, charge and spin ... 101.6 kcal per mole
HOMO level ... -0.4214 hartree
Spin multiplicity ... 1
Kohn-Sham gap ... 11.32 eV
LUMO level ... -0.142 eV
SMILES ... O=COC[N+](=O)[O-]